(1)
46
Properties=species:S:1:pos:R:3:mulliken_charge:R:1 method="wB97M-V/def2-TZVPD" total_charge=-2 e_tot_ha=-6526.90194 homo_lumo_gap_ha="0.198 / 0.353" multiplicity=6
Cr 14.372 -9.408 8.109 1.652
C 14.161 -6.167 5.532 0.710
F 15.035 -5.452 6.281 -0.188
F 13.435 -5.357 4.699 -0.245
F 14.752 -7.014 4.783 -0.190
S 12.986 -7.154 6.655 0.658
O 11.699 -6.556 6.719 -0.574
O 12.917 -8.565 6.148 -0.541
N 13.859 -7.463 8.159 -0.289
S 13.558 -6.187 9.094 0.819
O 13.379 -4.914 8.375 -0.659
O 12.512 -6.460 10.078 -0.600
C 15.306 -5.993 10.034 0.601
F 15.093 -5.212 11.080 -0.231
F 15.738 -7.196 10.409 -0.217
F 16.232 -5.457 9.246 -0.229
C 13.495 -13.214 9.672 0.635
F 13.254 -14.122 10.642 -0.275
F 14.420 -13.682 8.890 -0.192
F 12.327 -13.131 9.043 -0.197
S 14.141 -11.513 10.408 0.684
O 14.096 -11.567 11.893 -0.597
O 15.485 -11.308 9.798 -0.532
N 13.242 -10.334 9.476 -0.214
S 11.819 -10.270 10.333 0.664
O 11.371 -11.473 11.031 -0.607
O 11.714 -9.048 11.132 -0.589
C 10.492 -10.209 8.924 0.535
F 10.244 -11.478 8.495 -0.205
F 9.373 -9.730 9.532 -0.223
F 10.911 -9.353 7.875 -0.214
C 18.114 -8.092 6.337 0.689
F 17.631 -6.881 6.708 -0.213
F 17.501 -8.419 5.212 -0.222
F 19.370 -7.977 6.180 -0.206
S 17.649 -9.447 7.674 0.544
O 18.814 -10.440 7.726 -0.624
O 17.428 -8.752 8.952 -0.545
N 16.036 -10.059 7.179 0.018
S 16.410 -11.357 6.366 0.724
O 17.481 -11.225 5.377 -0.655
O 16.632 -12.606 7.124 -0.635
C 14.727 -11.636 5.459 0.595
F 13.806 -11.234 6.396 -0.180
F 14.607 -10.928 4.265 -0.248
F 14.600 -12.883 5.249 -0.193

=====

(2)
18
Properties=species:S:1:pos:R:3:mulliken_charge:R:1 method="wB97M-V/def2-TZVPD" e_tot_ha=-1426.98335 smiles="FC(F)=C(F)C(F)(F)C(F)(F)C(F)(F)C(F)(F)F" homo_lumo_gap_ha=0.412 multiplicity=1
F 2.306 0.527 2.081 -0.180
C 1.697 1.707 1.849 0.498
F 1.934 2.776 2.643 -0.202
C 0.787 1.902 0.826 -0.240
F 0.188 3.089 0.736 -0.272
C 0.393 0.799 -0.166 0.936
F 1.486 0.112 -0.398 -0.270
F 0.086 1.370 -1.383 -0.290
C -0.798 -0.088 0.317 0.569
F -1.821 0.680 0.792 -0.302
F -0.319 -0.732 1.408 -0.285
C -1.379 -1.069 -0.714 0.648
F -2.311 -1.865 -0.120 -0.274
F -2.022 -0.349 -1.707 -0.258
C -0.320 -1.988 -1.366 0.637
F 0.408 -2.582 -0.411 -0.222
F -0.862 -2.936 -2.128 -0.250
F 0.546 -1.353 -2.259 -0.242